The following is a DFT calculation (ωB97M-V/def2-TZVPD) of a 2-piece molecular cluster, C37H40ClN4O2 overall at a distorted geometry.

Results
highest occupied orbital energy = -0.3575 hartree
energy = -2263.33951 hartree

Geometry as ORCA input:
```
! RIJCOSX wB97M-V def2-TZVPD def2/J DEFGRID3
* xyz 1 1
C -1.4332 4.1500 -1.6012
C 0.2171 -4.6918 -4.7048
H 0.1662 -0.4559 -7.1165
C 2.4807 -3.7568 -0.4171
C 0.1488 -4.4782 -2.2938
H 0.5064 -2.2845 3.1003
C -1.2344 0.4992 -4.1394
Cl -2.5003 5.5897 0.3682
H -1.6047 3.2820 8.2870
H 1.8442 -3.4030 3.4719
H 4.1311 -5.1043 0.9165
H -3.0780 -2.2757 -4.9201
C 0.0232 -3.6122 -1.0665
H 0.0271 1.8077 6.0858
C -2.2290 3.5881 7.4333
N 1.2082 -1.9665 0.3977
C -1.2526 3.2993 5.1598
H -2.8572 2.7430 7.1284
C 0.6196 -6.6284 -3.2958
H 0.0438 2.7960 -4.2841
C -2.2228 -0.4947 -4.0512
H -2.8746 4.4077 7.7759
H -2.1788 3.2535 1.8634
N 2.7675 -3.5415 0.8980
H 0.5652 4.8906 -4.1939
N -0.6110 3.9535 -2.6985
H -0.7963 7.4384 -0.9725
H -2.0414 3.3249 -1.2537
H 0.4434 -6.2879 -1.1641
H -0.1360 -0.7358 -0.5866
C 0.3931 -0.8947 0.3642
H -1.5131 -2.2848 -6.8778
H -0.9555 1.5907 0.5688
H 0.1184 4.8494 7.5290
H 0.5570 7.1039 -3.0732
N -1.4190 4.0486 6.3300
H -2.9402 -0.4779 -3.2288
C -1.5038 5.4055 -1.0050
H -2.5244 4.5554 3.9518
H -0.7789 -2.8806 -1.2023
C -1.6592 2.9717 2.7813
H -0.1759 -2.8369 -3.6578
H 4.6447 -3.6765 1.8515
H 0.5812 -0.4048 2.3980
C 0.1636 -0.0557 1.4521
H 0.5811 -3.8830 2.3029
H -1.0848 6.0154 6.9475
C -2.3248 -1.4901 -5.0277
H 1.6008 -2.2300 -1.6482
C -0.5068 -0.4657 -6.2594
C -0.5118 5.1222 6.6665
C -0.0185 6.2854 -2.6388
C -0.7835 6.4822 -1.4892
O -1.6962 1.3092 -1.9206
C 0.0400 -3.9042 -3.5634
C 0.0425 5.0449 -3.2430
C 1.3049 -2.8344 -0.7720
H 3.3855 -4.7526 2.4994
H 0.6962 -6.6648 -5.4596
C -0.7838 1.8512 2.7241
C -1.1567 1.5381 -3.0245
H 0.8770 -7.6843 -3.1857
C -0.5315 1.1587 1.4757
H -0.2200 -4.2202 -0.1837
C 1.1777 -3.0386 2.6769
H 0.2906 1.3393 -5.4448
C 0.5308 -6.0511 -4.5705
C -0.4368 2.7227 -3.3139
H 0.1395 5.3667 5.8178
H 2.4861 -0.5182 2.4427
C 0.3917 -5.8479 -2.1624
H 3.6143 -1.8291 2.8577
H 0.4546 0.5714 4.0157
C 2.0229 -2.4563 1.5334
O 3.0709 -4.5391 -1.1574
C -0.4160 0.5288 -5.2856
C 3.0054 -1.3972 2.0528
C 3.7865 -4.3065 1.5801
C -1.4536 -1.4905 -6.1286
C -0.4275 2.1441 5.1465
H 3.6605 -1.0935 1.2253
C -1.8639 3.6897 3.9390
C -0.1931 1.4513 3.9643
H 0.1196 -4.2437 -5.6974
*
```

The following is a DFT calculation (ωB97M-V/def2-TZVPD) of C37H40EuN5O6STe as an isolated structure at a distorted geometry.

Results
highest occupied orbital energy (alpha / beta) = 0.0258 / 0.0341 hartree
expectation value of S² = 12.051
relative energy (zero: lowest compared OMol25 entry of this formula, charge and spin) = 138.6 kcal/mol
energy = -3535.65561 hartree

Geometry as ORCA input:
```
! RIJCOSX wB97M-V def2-TZVPD def2/J DEFGRID3
* xyz -2 7
C -0.4154 -4.2271 -3.6606
H 1.2459 6.5384 2.1029
N -4.9084 0.8641 -0.3638
S -4.8746 3.0673 1.3359
C -0.1606 -2.8844 -0.2111
H -2.2756 1.9344 -1.3104
H -2.5183 -2.6319 7.7604
C 5.4193 -1.2579 1.2395
O 0.9622 -3.1286 0.2336
H 7.4723 -2.5599 3.4713
H 2.7999 2.0759 -0.4093
H 1.0613 1.9402 -0.5480
H -1.0658 -4.1697 6.4025
C -2.4162 1.9330 -6.2867
C -4.7659 1.7723 -4.1481
H -2.0263 2.1790 -7.2929
C 3.3920 -1.0629 -0.1891
C 1.6956 4.8177 0.9206
H 6.1974 -0.0628 4.3346
N -1.9059 1.0396 -1.6676
H -3.5717 3.5496 -3.8011
H 1.1715 -4.2010 -2.0413
C 4.1180 -0.7676 1.1340
C -0.3354 0.5051 -3.5080
H 2.8493 -0.2529 -0.6812
N -2.1905 2.0506 -3.8146
H 8.2538 -1.1017 2.9260
H -3.6309 2.4957 -2.4195
H -2.4716 0.8039 -6.2592
C -3.5492 2.5320 -3.5063
Te 1.3748 0.4324 2.1054
N -1.8633 -2.6091 -1.8933
C -2.5014 -2.6399 6.6596
H 4.2633 0.5375 5.3597
H -4.6127 0.6748 -4.0134
C 3.9158 1.1121 4.5309
C -1.6617 2.4973 -5.1504
H 1.8747 3.2019 -1.2562
H -5.0534 2.0123 -5.1964
H -0.5885 0.0841 -4.4873
H 4.4944 2.0605 4.4779
H 1.8610 5.3927 -0.0350
C 7.4809 -1.8236 2.6401
H 0.5568 1.2183 -3.4891
C -1.7563 -3.8223 -3.9720
H 0.7992 2.7628 4.0911
C -0.6439 -3.0933 -1.5651
Eu -3.2809 -0.6970 -0.5250
H -0.1512 -0.2951 -2.8067
C -2.2380 -2.2371 3.8564
C 1.2848 4.7528 3.3015
O -3.0531 -1.2715 1.7860
C -3.3571 -1.7488 5.9973
O -3.6605 -1.9001 -4.7440
H -2.1458 -4.0418 -4.9693
H 0.9893 5.2651 4.2288
C 5.6196 -0.3250 3.4494
C 1.6955 3.4222 0.9016
C 3.5337 -0.0142 2.2104
C -3.5233 -2.0529 -3.5095
C 0.1561 -3.9282 -2.4021
C 1.8995 2.6242 -0.3571
N -1.0519 -2.4782 1.8891
O 0.3657 -4.9309 -4.5211
C 6.1581 -1.0711 2.4316
C -2.1990 -1.9686 2.4186
C -1.5736 -3.3983 5.8716
C -1.5312 1.2313 -2.9392
H -0.5790 2.2909 -5.2539
C -2.3939 -2.9063 -3.0873
H -0.0344 -5.1061 -5.3842
H -0.6305 -3.6607 3.9781
H 7.7932 -2.3277 1.7373
C -3.1442 -1.5502 4.5948
H 2.8677 1.3722 4.5312
H -3.8167 -0.8564 4.0408
H 2.6561 -1.8924 0.0179
C 4.2983 0.2076 3.3471
O -4.2148 -1.5457 -2.5653
C -4.8938 1.7957 0.3648
H -1.7571 3.5911 -5.0547
H 4.1387 -1.5156 -0.9091
C 1.4693 2.6541 2.0418
H -5.5903 2.0984 -3.5112
H 5.8183 -1.9439 0.5081
O -1.0926 -2.1392 0.4770
C 1.4520 5.4420 2.1248
C 1.2070 3.3531 3.2522
H -4.1312 -1.1778 6.4609
C -1.3860 -3.1462 4.5251
H -3.4682 2.2372 -6.3533
*
```

The following is a DFT calculation (ωB97M-V/def2-TZVPD) of C37H40OOsP2 as an isolated structure at a distorted geometry.

Results
highest occupied orbital energy (alpha / beta) = -0.4812 / -0.5130 hartree
expectation value of S² = 6.019
relative energy (zero: lowest compared OMol25 entry of this formula, charge and spin) = 8.5 kcal/mol
energy = -2281.71710 hartree

Geometry as ORCA input:
```
! RIJCOSX wB97M-V def2-TZVPD def2/J DEFGRID3
* xyz 2 5
H -2.5094 -0.9348 3.1814
H 4.5494 3.7175 1.2571
H 0.7042 5.4125 0.2842
C 2.5229 -0.1484 -4.8465
C 3.1499 2.4057 0.2957
H 3.7264 -0.1227 0.9503
C -1.1857 0.1681 4.3657
H -1.9601 -1.2603 -3.4321
C -2.9532 -3.2822 -0.8834
H -0.5911 -0.7008 4.6304
O 0.6414 -2.7749 2.3575
C -1.5002 2.5006 1.7609
H -2.3920 -0.0431 -1.5105
H 1.7105 -1.2786 -3.1771
C -1.0276 2.7556 4.2034
H -3.1611 -3.3021 3.0019
H -2.8808 -3.2836 -1.9667
C -3.2028 1.1099 3.1929
C -1.3041 -2.1177 -3.5798
C 1.8505 2.2423 -0.2106
C -0.5027 0.9864 -1.4738
C 3.3574 -1.0113 0.3892
H 3.6574 -1.9295 0.9352
C -0.9004 1.4647 5.0642
H -3.6193 2.6650 1.7415
H 3.4273 1.1687 -6.3121
H 2.7611 2.8552 -2.3910
C 3.5520 3.6304 0.8330
H -1.6285 1.6347 5.8729
H -0.4756 -4.3919 -5.9586
C -2.2393 0.0392 3.5611
C 0.9958 3.3489 -0.2199
H 0.0956 1.4273 5.5444
P -0.5630 -1.6728 -0.8844
H 0.0003 3.2518 -0.6506
Os 1.2792 -1.1048 0.1851
H -1.1678 2.6140 0.7270
C -0.6315 2.7391 2.7528
C -2.1895 -2.4726 1.2429
C -0.4659 -3.8745 -5.0041
C -0.4767 -2.5312 -2.5295
H 0.3759 3.1561 2.5454
H 2.8148 -0.6909 2.9736
H 3.8180 -1.0594 -0.6035
C 0.3801 -3.6219 -2.7487
C 2.0973 0.7987 -2.6601
H -4.6840 -4.5756 -0.8361
H -4.7091 -4.7321 1.6647
H 1.0538 -5.1364 -4.1418
H -0.3609 3.4763 4.6947
H -2.9486 1.1633 1.0214
C -3.1272 -3.2709 1.9081
H -2.0556 3.1337 4.3027
H 1.3324 0.3061 2.7541
H 3.8517 1.5732 0.2406
C -3.9642 -4.0174 -0.2394
H 3.5429 3.0854 -4.7201
C 2.0697 -0.3003 -3.5330
H 2.4494 -0.9882 -5.5328
C -1.3042 -2.7784 -4.8088
C 1.7151 -0.6988 2.9903
P 1.2680 0.6768 -1.0131
H -0.7769 1.9185 -2.0034
C 2.6669 2.0117 -3.0833
C 0.3805 -4.2942 -3.9796
C 1.4036 4.5774 0.2960
C -1.3203 -0.0709 -1.3055
H -3.3648 1.8420 3.9947
C -2.8605 1.8667 1.8763
C 2.6873 4.7291 0.8214
H -1.5253 -1.8299 1.8129
H -1.9685 -2.4304 -5.6000
C 3.0659 1.0629 -5.2868
H -4.1476 0.5901 2.9715
C -4.0086 -4.0645 1.1624
H 1.3801 -0.9404 4.0052
H 1.0376 -3.9455 -1.9434
C 3.1276 2.1364 -4.3948
C 1.1504 -1.7027 2.0486
H 3.0198 5.6962 1.1942
C -2.0154 -2.5518 -0.1444
*
```

The following is a DFT calculation (ωB97M-V/def2-TZVPD) of C37H41AuN5O2 as an isolated structure at a distorted geometry.

Results
highest occupied orbital energy = -0.4045 hartree
relative energy (zero: lowest compared OMol25 entry of this formula, charge and spin) = 20.6 kcal/mol
energy = -1994.27122 hartree

Geometry as ORCA input:
```
! RIJCOSX wB97M-V def2-TZVPD def2/J DEFGRID3
* xyz 1 1
C 0.5640 3.6585 -0.5972
C 3.4318 -0.3663 0.7852
N -2.0183 0.0479 1.4056
C -2.6416 -3.4968 2.1335
H 3.0913 -1.5809 -4.4565
C -2.9118 2.0079 0.3227
H -2.2554 -0.1386 4.2727
H 3.1120 1.7797 0.5583
C 2.2118 -1.8995 -2.5320
H 2.4868 -0.6128 1.2723
H -5.4321 1.9462 -0.7864
H 3.6585 1.2784 2.1641
H 0.8247 1.5427 2.8670
H 0.4539 -3.0774 -2.2620
H -0.1864 2.4073 0.9873
C -2.7817 -0.9842 1.8133
H -2.9490 5.2170 1.4036
C 1.8206 -4.1671 -3.4873
N 1.3466 -2.0035 -0.2541
H 4.2170 -2.3489 1.2232
C 1.0660 -3.2838 0.0881
C -4.9307 0.9814 -0.6951
C -1.8734 2.2042 2.5524
O -3.9010 -0.8964 2.2777
C 3.7712 1.0935 1.0950
H -0.4138 -2.9248 -4.5370
C -2.1009 -2.3169 1.6580
N 0.1415 5.8497 0.6961
C 1.1604 -2.8491 -3.0596
C -2.2953 1.4067 1.4532
H -3.5918 -3.4637 2.6480
C -3.0590 1.7347 -2.2011
H -3.0307 1.3423 4.8241
O 1.7985 -4.2305 -0.1091
H -2.3502 -5.6190 2.2656
H -2.9516 0.1719 -0.7511
H 2.2846 -4.6492 -2.6280
H 4.6235 -1.1224 2.4335
H -1.6043 0.7252 5.6675
H -5.1890 0.5467 0.2709
H -0.0285 -0.0092 2.9753
C -0.7208 -4.6510 1.2573
N -0.9341 -2.3213 1.0279
C 0.1562 0.9336 3.4839
C -0.2365 -3.4315 0.8237
H -1.9787 1.8205 -2.3372
H 4.8072 -0.0254 -3.6530
H -0.8652 2.5705 4.3537
C -1.1495 1.6822 3.7852
C 0.3546 -2.2266 -4.2046
H 1.0718 -4.8434 -3.9022
C -3.4108 1.1594 -0.8266
C -1.9423 -4.6785 1.9207
C -2.7589 4.1518 1.4118
C 3.2880 -0.6489 -0.6921
C 4.0971 -0.4476 -2.9536
C 0.2491 2.4442 -0.0042
C 3.1298 -1.3319 -3.4034
C -3.1344 3.3739 0.3284
H 2.5856 -3.9922 -4.2449
C 0.9758 1.2799 -1.8648
H 1.7218 2.4036 -3.5175
C 4.5013 -1.3052 1.3650
H 4.8032 1.3289 0.8326
H -3.4459 1.0724 -2.9766
H -5.3009 0.3237 -1.4831
H 0.9849 -1.9894 -5.0617
H -0.1362 -5.5392 1.0618
C 2.2965 -1.5586 -1.1548
C 1.1091 3.6609 -1.8806
H -0.1422 -1.3098 -3.8752
N 0.4531 1.2866 -0.6330
C -2.0686 0.8492 4.6881
H -3.6268 3.8433 -0.5143
H 5.4592 -1.1400 0.8702
C 0.3266 4.8747 0.1187
H 4.9427 0.5725 -1.2742
H 0.6762 0.7100 4.4163
C 4.1717 -0.1105 -1.6083
H -3.5023 2.7191 -2.3512
C -2.1387 3.5661 2.5041
Au -0.2077 -0.5197 0.2711
H 1.3666 4.5951 -2.3607
H 1.1358 0.3099 -2.3218
H -1.8451 4.1893 3.3398
C 1.3135 2.4484 -2.5187
*
```

The following is a DFT calculation (ωB97M-V/def2-TZVPD) of C37H42As2BrN5O6S2SeSi2Sn as an isolated structure.

Results
highest occupied orbital energy = -0.0515 hartree
relative energy (zero: lowest compared OMol25 entry of this formula, charge and spin) = 30.3 kcal/mol
energy = -13197.15591 hartree

Geometry as ORCA input:
```
! RIJCOSX wB97M-V def2-TZVPD def2/J DEFGRID3
* xyz -2 1
H 0.7119 -2.8520 -2.1193
H 0.3819 4.9389 0.1578
O 2.8949 0.7823 3.6270
C 1.4359 5.2126 0.1979
H 1.5893 0.2719 -5.4995
C -0.0184 3.3113 3.6225
H 3.8844 0.4224 0.2974
O -2.3979 1.7258 2.7146
O 3.9215 -1.6542 0.1488
C 2.1170 3.2513 4.7427
N -1.1744 -2.2742 -1.6065
C -1.5292 -0.4285 -4.7975
C -1.5375 -3.5986 1.4526
C -2.0995 -3.9626 -3.6142
H -2.4849 -4.6174 -4.3853
As -1.3603 2.9065 2.2464
C -2.4873 -2.3600 -1.8607
C -0.7525 -3.8534 -3.3566
H -1.2953 -1.0260 -3.9188
O 0.8298 0.7305 2.2427
C -3.4009 -1.5099 -1.0603
H 4.3461 -3.2633 2.2953
H -0.4735 1.4309 -7.1273
H -0.9817 -4.1793 0.7096
H 1.5526 6.2690 -0.0570
H -2.5981 -0.2228 -4.8136
H -0.2509 3.0208 -6.3423
C 0.9561 -3.4901 4.1028
H 4.1432 -0.4285 1.8330
H 1.8701 1.6216 -4.3567
H -6.6482 -0.6464 -0.6989
C 2.2535 -2.7985 2.1928
N 2.7388 2.1440 -1.5432
S 2.0599 1.5261 2.6531
S -1.1594 2.3329 -2.9509
H -1.2288 -0.9593 -5.7016
C -0.8182 2.0924 -6.3315
C 1.2754 0.7342 -4.5631
H 0.0089 -3.5479 4.6320
H -2.4950 -3.3036 1.0133
C 3.6457 2.6763 -2.3165
H 3.1041 2.8109 4.8151
H 1.4751 -4.3610 -0.4362
C -4.7780 -1.5050 -1.3028
C 2.0891 -4.0217 4.7020
C -5.5797 -0.6651 -0.5249
H 3.2215 -4.3297 -0.1248
C -4.4275 -3.2143 -3.1211
H 5.4429 -0.3693 0.6256
H -0.0180 -4.4207 -3.9128
Se -6.7413 -3.6243 -3.9763
O -0.8324 2.9877 0.6831
C -1.5739 -1.3962 3.4803
C 1.2670 2.7862 3.7400
C 1.6996 4.2060 5.6528
H 4.2120 -4.3267 4.5266
N -4.9826 -3.9551 -4.0361
C 1.0159 -2.8618 2.8542
C 0.4069 4.7055 5.5673
C 3.3891 -3.3324 2.8072
N -2.8423 -0.7548 -0.1192
Si -0.5373 -2.0815 2.0596
H -1.1474 -0.4683 3.8610
N -6.5853 -2.4388 -2.6445
H -1.8745 2.3197 -6.4617
Sn 0.1507 -0.2813 0.2267
C 3.9325 4.0253 -2.4044
H 1.4091 0.0431 -3.7305
C 2.3863 -3.7652 -0.5524
H 2.0203 -4.4880 5.6800
H -5.5674 0.7829 1.0637
C -3.6004 0.0435 0.6155
H -1.6693 -2.1155 4.3020
C -0.3388 -2.9827 -2.3467
H 2.3716 4.5462 6.4331
C -2.9913 -3.1943 -2.8668
H -1.4319 4.6745 4.4812
H -2.3214 4.7463 1.4497
O -2.2534 4.4891 2.3776
Si 2.2991 -2.1087 0.4170
H 1.7529 5.0718 1.2337
Br 4.6544 1.4652 -3.4221
C -5.3199 -2.3663 -2.3435
H 1.2634 2.5099 -0.1296
C 3.3167 -3.9333 4.0548
H -1.7467 -4.2580 2.3038
C 2.0351 2.9619 -0.7539
C -0.4363 4.2616 4.5615
H -2.5816 -1.1555 3.1301
H -3.0983 0.6478 1.3746
C 3.1978 4.8645 -1.5801
H 3.3789 5.9343 -1.6008
H 4.6916 4.3967 -3.0775
H 0.0549 5.4471 6.2759
H 2.5920 -3.6323 -1.6200
As -0.5853 1.2457 -4.5988
C -4.9879 0.1164 0.4393
C 4.3593 -0.4514 0.7584
C 2.2356 4.3446 -0.7266
*
```